(1)
Molecular formula: C51H33GeIrN8
Method: DFT, ωB97M-V with the def2-TZVPD basis set

**Highest occupied orbital energy (spin up / spin down)**: -2.51 / -3.81 eV
**Expectation value of S²**: 8.82
**Spin multiplicity**: 6
**Orbital gap (spin up / spin down)**: 4.5 / 4.4 eV
**Total charge**: -1

Each line ends with the Mulliken charge.
Geometry (Å):
Ir: 0.751 1.406 -1.230  -0.20
C: 4.551 -2.763 -4.252  -0.58
C: 5.577 -2.213 -3.451  -0.58
C: 5.353 -1.069 -2.676  -0.31
C: 4.093 -0.508 -2.736  0.11
C: 3.509 0.652 -2.060  -0.01
N: 4.132 1.428 -1.226  -0.80
C: 3.343 2.351 -0.570  0.30
C: 3.704 3.630 -0.164  0.07
C: 4.836 4.396 -0.440  -0.45
C: 4.926 5.623 0.235  -0.59
C: 3.932 6.053 1.140  -0.58
C: 2.796 5.278 1.417  -0.51
C: 2.707 4.061 0.743  0.23
C: 1.790 3.024 0.842  -0.19
N: 0.811 2.856 1.798  -0.73
C: -0.282 2.295 1.376  -0.03
N: -0.653 2.060 0.086  -1.04
C: -1.783 1.434 0.043  0.71
N: -2.510 1.033 -1.059  -0.41
C: -1.943 0.730 -2.191  -0.67
N: -0.643 0.769 -2.489  -0.10
C: -0.396 0.043 -3.583  0.12
N: 0.751 -0.410 -4.001  -0.63
C: 1.928 -0.193 -3.315  0.02
N: 2.226 0.764 -2.500  -0.24
C: 3.084 -1.055 -3.520  0.12
C: 3.280 -2.180 -4.293  -0.19
C: -1.673 -0.224 -4.232  0.16
C: -1.985 -0.803 -5.445  -0.15
C: -3.342 -0.922 -5.765  -0.63
C: -4.339 -0.478 -4.869  -0.78
C: -3.994 0.093 -3.638  -0.15
C: -2.649 0.211 -3.355  0.74
C: -2.311 1.248 1.387  -0.13
C: -3.471 0.671 1.860  -0.78
C: -3.661 0.673 3.246  -1.53
C: -2.699 1.243 4.110  0.29
C: -1.530 1.824 3.604  -0.09
C: -1.367 1.816 2.234  0.63
N: 2.200 2.047 0.038  0.09
H: 4.750 -3.655 -4.842  0.38
H: 6.554 -2.691 -3.432  0.38
H: 6.125 -0.639 -2.048  0.53
H: 5.597 4.039 -1.122  0.50
H: 5.795 6.255 0.063  0.37
H: 4.054 7.008 1.647  0.39
H: 2.032 5.580 2.122  0.51
H: 2.474 -2.583 -4.895  0.53
H: -1.198 -1.136 -6.110  0.56
H: -3.631 -1.362 -6.716  0.39
H: -5.387 -0.579 -5.136  0.41
H: -4.734 0.440 -2.929  0.63
H: -4.190 0.235 1.175  1.69
H: -4.559 0.223 3.664  0.56
H: -2.867 1.223 5.184  0.62
H: -0.775 2.254 4.252  0.75
C: -0.053 0.014 0.162  0.34
Ge: -0.848 -1.184 1.473  2.82
C: -0.141 -2.966 1.201  0.05
C: 0.499 -3.645 2.249  -0.51
C: 1.008 -4.932 2.049  -0.75
C: 0.882 -5.549 0.802  -0.52
C: 0.245 -4.879 -0.246  -0.89
C: -0.265 -3.592 -0.048  -0.41
C: -2.750 -1.296 1.076  -0.32
C: -3.741 -1.234 2.068  -0.76
C: -5.094 -1.328 1.726  -0.45
C: -5.471 -1.488 0.391  -1.10
C: -4.493 -1.559 -0.603  -1.02
C: -3.141 -1.467 -0.262  -0.27
C: -0.194 -0.502 3.175  -0.20
C: -1.030 0.013 4.178  0.15
C: -0.487 0.496 5.373  -0.52
C: 0.895 0.474 5.576  -0.66
C: 1.736 -0.025 4.580  -1.15
C: 1.194 -0.506 3.385  -0.33
H: -0.415 1.048 0.337  -0.79
H: 0.602 -3.188 3.223  0.32
H: 1.499 -5.451 2.862  0.39
H: 1.276 -6.545 0.648  0.37
H: 0.148 -5.356 -1.213  0.42
H: -0.749 -3.088 -0.871  0.25
H: -3.492 -1.137 3.106  1.17
H: -5.852 -1.283 2.497  0.38
H: -6.518 -1.561 0.128  0.41
H: -4.783 -1.685 -1.638  0.67
H: -2.401 -1.517 -1.048  0.63
H: -2.092 0.067 4.054  -0.03
H: -1.138 0.892 6.142  0.31
H: 1.313 0.848 6.501  0.39
H: 2.807 -0.038 4.733  0.41
H: 1.860 -0.888 2.621  0.56
H: 0.099 2.535 -2.358  0.00

---

(2)
Molecular formula: C51H34Cl4F5N3O5PTi
Method: DFT, ωB97M-V with the def2-TZVPD basis set

**Highest occupied orbital energy**: -10.92 eV
**ΔE to the lowest compared entry with this formula, charge and spin**: 3.8 kcal per mole
**Orbital gap**: 6.9 eV
**Total charge**: +1

Each line ends with the Mulliken charge.
Geometry (Å):
Ti: 1.518 -0.693 -0.151  -0.57
Cl: 7.700 -4.629 -0.140  -0.19
C: 6.354 -3.563 -0.317  0.07
C: 6.451 -2.496 -1.228  -0.43
C: 5.412 -1.617 -1.399  0.38
Cl: 5.526 -0.311 -2.513  -0.21
C: 4.224 -1.776 -0.664  -0.34
O: 3.236 -0.939 -0.816  0.77
C: 4.135 -2.859 0.235  1.08
C: 2.958 -3.020 0.994  -0.53
O: 1.904 -2.347 0.861  -0.49
C: 5.215 -3.748 0.412  -1.24
H: 7.360 -2.367 -1.801  0.50
H: 2.928 -3.814 1.744  0.44
H: 5.134 -4.564 1.118  0.51
Cl: 2.124 2.185 -1.489  -0.16
C: 1.135 3.447 -0.820  0.38
C: 1.411 4.736 -1.257  -0.30
C: 0.658 5.795 -0.783  -0.79
C: -0.372 5.565 0.118  -0.79
C: -0.634 4.276 0.544  -1.07
C: 0.118 3.184 0.095  -0.11
P: -0.285 1.520 0.750  2.31
C: -2.122 1.631 0.791  0.29
C: -2.819 1.995 -0.363  -0.60
C: -4.205 2.043 -0.362  -0.90
C: -4.918 1.710 0.783  -0.58
C: -4.236 1.353 1.936  -0.66
C: -2.847 1.323 1.943  -0.60
C: 0.140 1.590 2.526  0.81
C: 0.402 2.759 3.229  -0.92
C: 0.744 2.710 4.575  -0.59
C: 0.822 1.494 5.232  -1.00
C: 0.564 0.316 4.540  -0.61
C: 0.236 0.368 3.197  -0.52
H: 2.208 4.894 -1.969  0.55
H: 0.872 6.798 -1.126  0.44
H: -0.973 6.386 0.485  0.47
H: -1.452 4.104 1.233  0.55
H: -2.283 2.264 -1.263  0.44
H: -4.729 2.337 -1.262  0.47
H: -6.000 1.735 0.779  0.43
H: -4.786 1.102 2.834  0.47
H: -2.330 1.072 2.861  0.52
H: 0.372 3.719 2.732  0.43
H: 0.957 3.629 5.103  0.48
H: 1.095 1.458 6.279  0.41
H: 0.635 -0.639 5.043  0.49
H: 0.070 -0.564 2.663  0.16
C: -3.240 -1.938 -5.357  -1.14
C: -3.794 -2.160 -3.977  0.63
C: -4.440 -3.346 -3.645  -0.94
C: -4.984 -3.540 -2.384  -0.21
C: -4.906 -2.534 -1.433  -0.73
N: -5.491 -2.742 -0.151  -0.07
C: -5.072 -2.226 1.049  0.12
O: -5.845 -1.938 1.938  -0.66
N: -3.706 -2.061 1.261  -0.08
C: -2.598 -2.477 0.531  0.05
C: -2.520 -3.685 -0.147  -0.24
C: -1.356 -3.972 -0.842  -1.77
C: -0.306 -3.079 -0.824  -0.28
N: -0.366 -1.916 -0.152  0.91
C: -1.490 -1.637 0.503  0.32
C: -4.277 -1.336 -1.753  0.28
C: -3.713 -1.163 -3.006  -0.28
H: -3.178 -2.871 -5.915  0.38
H: -2.244 -1.501 -5.317  -0.01
H: -3.871 -1.250 -5.923  0.33
H: -4.521 -4.133 -4.384  0.37
H: -5.474 -4.474 -2.134  0.47
H: -6.483 -2.929 -0.133  0.27
H: -3.541 -1.447 2.044  0.25
H: -3.348 -4.379 -0.128  0.55
H: -1.256 -4.897 -1.390  0.50
H: 0.612 -3.303 -1.347  0.59
H: -1.546 -0.700 1.029  -0.76
H: -4.236 -0.539 -1.021  0.37
H: -3.230 -0.221 -3.244  0.56
Cl: 4.724 5.383 4.885  -0.21
C: 4.312 3.943 4.017  0.31
C: 3.648 4.049 2.804  -0.89
C: 3.299 2.893 2.128  0.29
C: 3.628 1.647 2.649  -0.17
C: 4.313 1.560 3.857  -0.66
C: 4.651 2.708 4.550  -0.76
C: 3.243 0.391 1.959  0.36
O: 3.732 -0.686 2.218  -0.62
O: 2.269 0.552 1.053  1.68
H: 3.406 5.024 2.404  0.52
H: 2.770 2.961 1.188  0.34
H: 4.569 0.584 4.248  0.51
H: 5.174 2.654 5.495  0.47
F: 2.451 -2.563 -2.635  -0.49
C: 1.599 -1.624 -3.117  0.52
C: 0.991 -0.717 -2.261  1.43
C: 0.057 0.098 -2.874  -0.42
F: -0.658 0.981 -2.145  -0.03
C: -0.223 0.076 -4.229  -0.49
F: -1.136 0.897 -4.752  -0.43
C: 0.446 -0.819 -5.044  0.79
F: 0.192 -0.863 -6.346  -0.35
C: 1.358 -1.692 -4.478  0.21
F: 1.979 -2.592 -5.236  -0.31

---

(3)
Molecular formula: C51H36FNO9
Method: DFT, ωB97M-V with the def2-TZVPD basis set

**Highest occupied orbital energy**: -9.56 eV
**ΔE to the lowest compared entry with this formula, charge and spin**: 32.5 kcal per mole
**Orbital gap**: 8.5 eV
**Total charge**: 0

Each line ends with the Mulliken charge.
Geometry (Å):
C: 1.239 -5.494 0.249  -1.18
C: -0.189 -5.392 -0.450  0.14
C: -0.371 -4.060 -1.243  -0.45
N: -1.755 -3.821 -1.763  -0.20
C: -2.612 -3.603 -0.634  0.44
C: -3.591 -4.445 -0.209  0.13
C: -4.102 -5.785 -0.757  0.32
C: -3.476 -7.043 -0.101  -1.08
F: -5.490 -5.819 -0.474  -0.35
C: -4.098 -3.681 1.053  0.11
O: -4.615 -4.127 1.993  -0.48
O: -3.753 -2.324 0.866  -0.31
C: -2.504 -2.329 0.256  0.22
O: -1.635 -1.560 0.361  -0.28
H: 1.775 -6.333 -0.239  0.30
H: 1.084 -5.759 1.322  0.31
H: 1.788 -4.529 0.225  0.27
H: -0.927 -5.519 0.379  0.02
H: -0.342 -6.227 -1.183  0.38
H: 0.364 -4.039 -2.087  0.46
H: -0.055 -3.232 -0.564  -0.24
H: -2.043 -4.702 -2.200  0.40
H: -4.003 -5.852 -1.862  0.31
H: -3.832 -7.244 0.931  0.31
H: -2.365 -7.036 -0.085  0.19
H: -3.769 -7.931 -0.718  0.38
C: -1.328 -0.251 -7.707  -0.51
C: -0.575 0.892 -7.962  -0.47
C: -0.361 1.822 -6.957  -0.68
C: -0.909 1.620 -5.694  0.25
C: -1.683 0.486 -5.445  0.29
C: -1.881 -0.454 -6.452  -0.63
C: -2.315 0.278 -4.115  0.45
O: -2.986 -0.713 -3.897  -0.71
C: -2.117 1.306 -3.062  0.44
C: -2.746 1.155 -1.829  -0.71
C: -2.556 2.101 -0.834  -0.51
C: -1.730 3.199 -1.062  -0.64
C: -1.106 3.357 -2.290  -0.82
C: -1.305 2.417 -3.297  0.47
C: -0.659 2.614 -4.619  0.68
O: 0.061 3.573 -4.820  -0.69
H: -1.487 -0.982 -8.492  0.41
H: -0.153 1.055 -8.947  0.41
H: 0.230 2.708 -7.158  0.48
H: -2.471 -1.342 -6.259  0.50
H: -3.386 0.301 -1.646  0.55
H: -3.050 1.984 0.124  0.46
H: -1.577 3.934 -0.280  0.45
H: -0.468 4.215 -2.465  0.50
C: 2.129 0.608 -3.282  -0.35
C: 1.396 -0.257 -2.476  -0.36
C: 1.805 -0.511 -1.179  -0.07
C: 2.958 0.090 -0.684  -0.42
C: 3.708 0.939 -1.498  0.35
C: 3.283 1.206 -2.797  -0.87
C: 4.967 1.548 -0.994  0.51
O: 5.621 2.290 -1.699  -0.68
C: 5.414 1.224 0.387  0.17
C: 6.618 1.738 0.857  -0.57
C: 7.036 1.454 2.149  -0.46
C: 6.249 0.661 2.980  -0.64
C: 5.052 0.141 2.514  -0.54
C: 4.635 0.412 1.215  0.15
C: 3.369 -0.177 0.714  0.92
O: 2.673 -0.874 1.428  -0.73
H: 1.798 0.813 -4.294  0.54
H: 0.500 -0.732 -2.862  0.57
H: 1.228 -1.180 -0.552  0.22
H: 3.852 1.876 -3.429  0.49
H: 7.231 2.359 0.216  0.47
H: 7.977 1.852 2.511  0.41
H: 6.575 0.446 3.990  0.41
H: 4.444 -0.479 3.162  0.49
C: 0.501 6.510 6.222  -0.48
C: -0.796 6.441 6.722  -0.47
C: -1.584 5.330 6.460  -0.54
C: -1.083 4.289 5.686  0.19
C: 0.210 4.369 5.164  0.12
C: 1.003 5.477 5.445  -0.48
C: 0.743 3.288 4.296  0.49
O: 1.870 3.356 3.845  -0.70
C: -0.129 2.128 3.982  0.03
C: 0.333 1.135 3.125  -0.64
C: -0.467 0.040 2.833  -0.25
C: -1.731 -0.071 3.407  -0.54
C: -2.199 0.919 4.258  -0.89
C: -1.405 2.026 4.541  0.32
C: -1.930 3.096 5.426  0.63
O: -3.035 3.003 5.924  -0.67
H: 1.119 7.374 6.436  0.40
H: -1.192 7.254 7.320  0.40
H: -2.592 5.277 6.855  0.46
H: 2.011 5.537 5.053  0.47
H: 1.316 1.214 2.678  0.54
H: -0.106 -0.728 2.161  0.64
H: -2.354 -0.930 3.184  0.44
H: -3.185 0.830 4.699  0.48

---

Q: Look up the total charge of the second one.
A: +1